(1)
Formula: C21H26FN3O2
Source: the OMol25 dataset
Level of theory: the ωB97M-V functional and the def2-TZVPD basis

```
53
Properties=species:S:1:pos:R:3:nbo_charge:R:1
C -5.450 -1.197 2.458 -0.61
C -5.971 -0.606 1.154 -0.39
C -5.347 -1.294 -0.066 -0.32
C -5.877 -0.756 -1.405 -0.38
C -7.272 -1.280 -1.728 -0.60
C -3.825 -1.237 -0.035 0.60
O -3.178 -2.265 -0.002 -0.56
C -3.145 0.061 -0.059 -0.27
C -3.619 1.360 -0.167 0.02
N -2.569 2.192 -0.143 -0.47
C -1.398 1.492 -0.006 0.00
C -0.170 2.304 -0.076 0.66
O -0.235 3.413 -0.599 -0.65
N 0.984 1.839 0.448 -0.42
C 1.200 0.615 1.176 -0.22
C 2.076 -0.340 0.354 -0.22
N 3.318 0.340 0.061 -0.45
C 4.527 -0.328 -0.022 0.09
C 5.725 0.374 0.163 -0.22
C 6.952 -0.255 0.134 -0.21
C 7.039 -1.623 -0.065 -0.23
C 5.876 -2.349 -0.248 -0.28
C 4.655 -1.706 -0.237 0.40
F 3.556 -2.472 -0.472 -0.34
C 3.110 1.573 -0.668 -0.22
C 2.227 2.518 0.152 -0.23
C -1.732 0.159 0.031 -0.21
H -4.376 -1.047 2.545 0.21
H -5.645 -2.266 2.497 0.21
H -5.934 -0.727 3.311 0.21
H -5.759 0.463 1.135 0.19
H -7.054 -0.732 1.111 0.21
H -5.593 -2.361 -0.013 0.22
H -5.193 -1.065 -2.199 0.21
H -5.896 0.334 -1.391 0.19
H -7.273 -2.367 -1.764 0.21
H -7.993 -0.960 -0.979 0.20
H -7.598 -0.905 -2.695 0.21
H -4.616 1.740 -0.266 0.22
H -2.572 3.196 -0.254 0.44
H 0.252 0.153 1.439 0.23
H 1.736 0.867 2.100 0.20
H 2.272 -1.232 0.948 0.23
H 1.544 -0.631 -0.563 0.19
H 5.682 1.436 0.350 0.21
H 7.850 0.327 0.282 0.21
H 7.996 -2.119 -0.081 0.22
H 5.897 -3.413 -0.422 0.23
H 4.064 2.045 -0.891 0.22
H 2.598 1.361 -1.622 0.18
H 1.996 3.423 -0.411 0.25
H 2.729 2.783 1.088 0.19
H -1.090 -0.697 0.076 0.24
```

- ΔE to the lowest compared entry with this formula, charge and spin: 68.18 kJ/mol
- LUMO level: 0.709 eV
- Total charge: 0

***

(2)
Formula: C21H26FN3O2S
Source: the OMol25 dataset
Level of theory: the ωB97M-V functional and the def2-TZVPD basis

```
54
Properties=species:S:1:pos:R:3:nbo_charge:R:1
C 1.951 3.393 0.497 -0.59
C 2.871 2.439 1.262 -0.42
C 3.719 1.653 0.317 0.14
C 4.943 2.016 -0.153 -0.45
S 5.547 0.847 -1.260 0.41
C 4.080 -0.071 -1.015 0.09
C 3.859 -1.379 -1.684 -0.46
C 3.701 -2.505 -0.643 -0.21
N 2.579 -2.250 0.224 -0.63
C 1.388 -2.872 0.059 0.69
O 1.236 -3.848 -0.642 -0.63
C 0.260 -2.210 0.851 -0.30
C -0.920 -3.164 1.073 -0.40
C -2.269 -2.505 0.760 -0.50
C -2.333 -1.064 1.217 0.70
O -3.240 -0.598 1.877 -0.63
N -1.270 -0.330 0.801 -0.46
C -1.223 1.088 1.053 -0.21
C -1.639 1.900 -0.187 -0.43
C -3.033 1.512 -0.585 0.00
C -4.133 2.073 0.050 -0.17
C -5.415 1.651 -0.249 -0.19
C -5.626 0.655 -1.188 -0.29
C -4.524 0.109 -1.816 0.41
F -4.704 -0.865 -2.738 -0.33
C -3.236 0.520 -1.534 -0.30
C -0.210 -0.973 0.066 -0.22
N 3.259 0.475 -0.185 -0.50
H 1.300 3.924 1.187 0.21
H 1.337 2.842 -0.210 0.21
H 2.539 4.122 -0.055 0.21
H 3.511 3.009 1.938 0.22
H 2.271 1.745 1.854 0.22
H 5.515 2.890 0.084 0.24
H 4.696 -1.601 -2.344 0.23
H 2.943 -1.332 -2.280 0.24
H 3.513 -3.453 -1.150 0.24
H 4.613 -2.587 -0.043 0.20
H 2.595 -1.341 0.671 0.42
H 0.659 -1.867 1.810 0.22
H -0.918 -3.510 2.107 0.21
H -0.788 -4.035 0.427 0.25
H -2.445 -2.511 -0.318 0.22
H -3.082 -3.055 1.234 0.24
H -1.926 1.286 1.866 0.24
H -0.213 1.370 1.366 0.19
H -1.592 2.962 0.059 0.22
H -0.943 1.699 -1.005 0.21
H -3.982 2.842 0.793 0.20
H -6.260 2.091 0.258 0.22
H -6.615 0.302 -1.430 0.23
H -2.408 0.064 -2.054 0.22
H 0.612 -0.263 -0.063 0.23
H -0.551 -1.292 -0.927 0.20
```

- ΔE to the lowest compared entry with this formula, charge and spin: 25.48 kJ/mol
- LUMO level: 0.445 eV
- Total charge: 0

***

(3)
Formula: C21H26FN3O7S2
Source: the OMol25 dataset
Level of theory: the ωB97M-V functional and the def2-TZVPD basis

```
60
Properties=species:S:1:pos:R:3:nbo_charge:R:1
C 0.208 2.490 -0.464 -0.64
C -0.534 2.860 -1.744 -0.22
N -1.659 2.005 -2.071 -0.69
C -3.008 2.502 -1.879 -0.22
C -3.340 2.867 -0.436 -0.64
S -1.450 0.379 -2.065 2.34
O -1.021 -0.188 -0.811 -0.97
O -2.589 -0.228 -2.679 -0.93
C -0.013 0.191 -3.150 -0.34
C 1.044 -0.528 -2.641 -0.14
C 2.220 -0.696 -3.364 -0.19
C 3.381 -1.392 -2.748 0.80
O 4.500 -1.400 -3.185 -0.57
O 3.013 -1.981 -1.597 -0.53
C 4.008 -2.537 -0.752 -0.17
C 3.670 -2.307 0.730 0.66
O 4.436 -2.664 1.594 -0.59
N 2.473 -1.703 0.919 -0.60
C 1.841 -1.335 2.110 0.14
C 2.383 -1.605 3.364 -0.22
C 1.710 -1.214 4.509 -0.19
C 0.494 -0.555 4.420 -0.20
C -0.032 -0.291 3.170 -0.35
S -1.636 0.512 3.061 2.33
O -1.688 1.311 1.872 -0.96
O -1.904 1.160 4.312 -0.94
N -2.746 -0.720 2.897 -0.65
C -2.640 -1.487 1.679 -0.44
C -2.956 -1.496 4.093 -0.43
C 0.614 -0.673 2.014 -0.19
C 2.314 -0.144 -4.640 -0.11
C 1.249 0.558 -5.175 -0.29
C 0.093 0.726 -4.422 0.44
F -0.917 1.437 -4.933 -0.30
H 0.800 1.590 -0.611 0.20
H 0.876 3.302 -0.185 0.21
H -0.491 2.307 0.348 0.25
H 0.164 2.840 -2.593 0.19
H -0.924 3.876 -1.664 0.22
H -3.659 1.699 -2.228 0.24
H -3.143 3.366 -2.538 0.19
H -3.058 2.064 0.240 0.24
H -4.407 3.051 -0.344 0.22
H -2.810 3.765 -0.128 0.20
H 0.916 -0.946 -1.657 0.24
H 4.078 -3.617 -0.923 0.22
H 4.986 -2.097 -0.976 0.24
H 1.950 -1.476 0.082 0.42
H 3.331 -2.114 3.432 0.26
H 2.140 -1.425 5.476 0.22
H -0.045 -0.225 5.294 0.24
H -1.906 -2.298 1.770 0.18
H -3.614 -1.917 1.440 0.21
H -2.337 -0.821 0.875 0.26
H -2.961 -0.805 4.932 0.24
H -2.173 -2.251 4.241 0.18
H -3.923 -1.997 4.031 0.21
H 0.162 -0.444 1.060 0.25
H 3.229 -0.269 -5.199 0.24
H 1.301 0.987 -6.163 0.24
```

- ΔE to the lowest compared entry with this formula, charge and spin: 2.13 kJ/mol
- LUMO level: -0.198 eV
- Total charge: 0

***

(4)
Formula: C21H26FeN3O8P2SSb
Source: the OMol25 dataset
Level of theory: the ωB97M-V functional and the def2-TZVPD basis

```
63
Properties=species:S:1:pos:R:3:lowdin_spin:R:1
Fe 2.184 0.644 0.972 1.46
N -0.063 0.995 4.502 0.00
C 0.474 -0.337 4.120 0.00
C 0.284 -1.369 5.205 0.00
P -0.578 -0.660 2.609 0.00
O -0.743 -2.238 2.468 0.00
O -1.858 0.020 2.949 0.00
O 0.153 -0.168 1.379 -0.03
P 2.278 -0.008 3.809 0.00
O 2.687 -1.117 2.679 0.00
O 3.062 -0.139 5.037 0.00
O 2.260 1.309 3.048 0.03
H -1.060 0.966 4.122 0.00
H 0.501 1.682 3.965 0.00
H -0.002 1.199 5.502 0.00
H -0.757 -1.441 5.522 0.00
H 0.912 -1.119 6.060 0.00
H 0.606 -2.342 4.834 0.00
H -1.557 -2.533 2.875 0.00
H 3.180 -1.837 3.081 0.00
N 3.817 2.505 0.631 -0.03
N 3.095 3.504 -0.046 0.00
C 1.761 3.300 -0.399 0.00
O 1.092 4.218 -0.808 -0.03
O 1.384 2.073 -0.267 -0.12
H 3.992 2.753 1.605 0.00
H 4.703 2.325 0.163 0.00
H 3.423 4.463 -0.013 0.00
S 2.206 -1.014 -0.626 -0.25
Sb 0.024 -0.337 -1.307 0.00
C 0.366 -0.730 -3.391 0.00
C -0.524 -1.518 -4.102 0.00
C -0.245 -1.848 -5.419 0.00
C 0.913 -1.386 -6.022 0.00
C 1.791 -0.582 -5.314 0.00
C 1.520 -0.255 -3.997 0.00
C -1.247 -1.972 -0.789 0.00
C -0.761 -3.266 -0.864 0.00
C -1.628 -4.326 -0.656 0.00
C -2.966 -4.089 -0.380 0.00
C -3.435 -2.789 -0.283 0.00
C -2.574 -1.722 -0.488 0.00
C -1.100 1.510 -1.226 -0.01
C -1.082 2.282 -2.376 0.00
C -1.751 3.494 -2.383 0.00
C -2.402 3.930 -1.243 0.00
C -2.400 3.151 -0.097 0.00
C -1.751 1.926 -0.082 0.00
H -1.429 -1.874 -3.629 0.00
H -0.927 -2.476 -5.969 0.00
H 1.133 -1.653 -7.044 0.00
H 2.692 -0.219 -5.782 0.00
H 2.205 0.367 -3.432 0.00
H 0.284 -3.441 -1.090 0.00
H -1.257 -5.337 -0.717 0.00
H -3.646 -4.919 -0.254 0.00
H -4.474 -2.604 -0.057 0.00
H -2.938 -0.704 -0.419 0.00
H -0.550 1.946 -3.259 0.00
H -1.746 4.100 -3.274 0.00
H -2.899 4.887 -1.248 0.00
H -2.889 3.501 0.800 0.00
H -1.746 1.320 0.813 0.00
```

- Multiplicity: 2
- LUMO level (spin up / spin down): -6.171 / -3.991 eV
- Total charge: +1

***

It is found that the strongest force on any atom values, taken in the order of the records, are 0.611, 1.034, 1.146, 3.306 eV Å⁻¹.